# C4H10NOS

A 4-piece molecular cluster, C4H10NOS overall in a non-equilibrium geometry (ωB97M-V/def2-TZVPD, OMol25).

Geometry (Å):
C  2.0297  0.0380  -1.0248
O  3.3258  0.3197  -0.9905
C  1.4242  0.2769  0.3492
C  0.0381  -0.5392  0.3529
C  -1.1043  0.0767  0.2612
S  -4.8555  0.7756  0.2430
N  2.4005  -0.0512  1.4673
H  1.3886  0.6985  -1.7072
H  1.6673  -0.9623  -1.5161
H  1.2775  1.4579  0.2868
H  6.6584  -7.5069  -2.9867
H  0.3025  -1.5225  0.6338
H  -2.1829  0.0105  0.7424
H  -1.3557  0.4327  -0.7134
H  6.6177  -6.7709  -3.8509
H  3.2423  -0.0154  0.9030
H  2.3361  0.4552  2.3414

Output
E_tot, eV: -18673.0669
HOMO level, eV: -3.527
Lowest unoccupied orbital energy, eV: -0.62
Molecular weight, u: 120.20
Charge: -1
Kohn-Sham gap, eV: 2.911

Atom charges from the Löwdin analysis, given in e for atoms 1 to 6: -0.55, -0.29, -0.36, -0.10, -0.03, -0.28